# 1
Here is 2 unconnected molecules or ions with the total composition C12H24F3N3O3 at a distorted geometry from the OMol25 dataset. Energies are from the ωB97M-V functional and the def2-TZVPD basis.

Values from the calculation:
- Strongest force on any atom: 1.4 eV/Å
- ΔE to the lowest compared entry with this formula, charge and spin: 0.000 eV
- Lowest unoccupied orbital energy: -0.903 eV
- DFT total energy: -31596.3308 eV

ORCA input file:
```
! RIJCOSX wB97M-V def2-TZVPD def2/J DEFGRID3
* xyz 0 1
N 4.8846 0.4991 0.0071
C 3.8554 1.0157 -0.6655
N 3.1324 2.0124 -0.1523
C 1.6417 1.8107 -0.1392
C 1.2018 1.3536 -1.5086
C -0.2331 0.8416 -1.4834
C -1.2757 1.8410 -0.9628
C -2.5841 1.7722 -1.7586
C -3.8013 1.8079 -0.8341
O -4.3413 0.5050 -0.7598
C 2.0920 0.2319 -2.0289
N 3.5495 0.5626 -1.9116
H 4.9827 0.6223 1.0010
H 5.5776 -0.0626 -0.4608
H 3.5051 2.3245 0.7368
H 1.4045 1.0905 0.6473
H 1.1897 2.7571 0.1384
H 1.2618 2.1898 -2.2105
H -0.4870 0.5712 -2.5115
H -0.2709 -0.0905 -0.9190
H -0.8711 2.8528 -0.9144
H -1.5328 1.5159 0.0459
H -2.6142 2.5586 -2.5189
H -2.6470 0.8343 -2.3066
H -4.5776 2.4760 -1.2069
H -3.5062 2.1153 0.1717
H -3.8164 0.0930 -0.0672
H 1.8249 0.0528 -3.0662
H 1.8645 -0.6846 -1.4788
H 4.0798 -0.2888 -2.0706
C -0.1231 -3.9768 1.8066
C -1.5595 -3.6268 2.1872
O -1.7340 -2.4254 2.9035
C -1.8224 -1.1745 2.1543
O -2.6233 -1.1984 1.1326
C -0.3939 -0.6656 1.7699
F 0.5521 -0.8870 2.7170
F -0.4100 0.6899 1.6002
F 0.1229 -1.1564 0.6157
H 0.5588 -3.7426 2.6255
H -0.0519 -5.0441 1.5811
H 0.2089 -3.4390 0.9223
H -1.9131 -4.4036 2.8721
H -2.2182 -3.6531 1.3138
H -2.0826 -0.4781 2.9864
*
```

---

# 2
Here is a molecular structure, C12H24Li6O11P2 at a distorted geometry from the OMol25 dataset. Energies are from the ωB97M-V functional and the def2-TZVPD basis.

Values from the calculation:
- Strongest force on any atom: 7.0 eV/Å
- ΔE to the lowest compared entry with this formula, charge and spin: 2.192 eV
- Lowest unoccupied orbital energy: -1.470 eV
- DFT total energy: -55179.2397 eV

ORCA input file:
```
! RIJCOSX wB97M-V def2-TZVPD def2/J DEFGRID3
* xyz 0 1
Li 2.6964 0.2339 -2.7189
Li 0.9742 -2.4380 -0.9508
Li 0.8570 2.4094 0.4597
Li -0.0451 0.9646 -2.1923
Li 3.3827 1.6133 -0.1550
Li 2.2239 -1.0627 1.3516
P 2.4813 2.7072 -2.1574
O 2.0625 3.2106 -0.7354
O 3.0486 3.9648 -2.9081
O 1.4098 1.8545 -2.8481
O 3.6742 1.7064 -1.9969
P 0.7246 -0.0324 -0.1385
O 0.5823 -1.4246 0.5644
O 1.3291 -0.4735 -1.4730
O 1.8885 0.6992 0.5558
O -0.3794 1.0525 -0.2599
C -0.4361 -4.6274 -4.0212
C -1.1045 -3.2937 -4.1026
C -1.0216 -2.7404 -2.6366
O -0.1762 -3.6302 -1.9859
C -0.2790 -4.9937 -2.5421
H 0.5258 -4.5567 -4.5289
H -1.1034 -5.3992 -4.4049
H -2.1434 -3.4412 -4.3979
H -0.7111 -2.5894 -4.8356
H -1.9584 -2.8220 -2.0853
H -0.5919 -1.7396 -2.6792
H -1.1861 -5.3711 -2.0701
H 0.6570 -5.5387 -2.4194
C -2.4628 -0.7453 1.9054
C -2.6886 -2.1053 2.4864
C -3.9383 -2.5283 1.6368
O -3.8805 -1.7601 0.3786
C -2.7531 -0.8382 0.4526
H -1.4180 -0.4470 1.9928
H -3.0425 0.0677 2.3425
H -2.9284 -2.0488 3.5482
H -1.8218 -2.7648 2.4431
H -4.8875 -2.2493 2.0944
H -3.8884 -3.6139 1.5527
H -2.9727 0.0920 -0.0714
H -1.9644 -1.3860 -0.0632
C 2.1060 5.2535 2.8217
C 2.1712 4.0343 3.7282
C 1.3917 2.9554 3.0099
O 0.6846 3.6301 1.9543
C 0.8398 5.0771 2.0141
H 3.0203 5.2008 2.2307
H 2.1804 6.1566 3.4275
H 1.8869 4.2803 4.7513
H 3.2432 3.8369 3.7376
H 0.6854 2.5967 3.7586
H 2.1462 2.2486 2.6646
H -0.0748 5.3836 2.5216
H 0.9843 5.4317 0.9936
*
```

---

# 3
Here is a molecular structure, C12H24N6O6Pd at a distorted geometry from the OMol25 dataset. Energies are from the ωB97M-V functional and the def2-TZVPD basis.

Values from the calculation:
- Strongest force on any atom: 4.6 eV/Å
- ΔE to the lowest compared entry with this formula, charge and spin: 5.116 eV
- Lowest unoccupied orbital energy (alpha / beta): -0.827 / -0.720 eV
- DFT total energy: -37525.2330 eV
- <S²>: 2.104

ORCA input file:
```
! RIJCOSX wB97M-V def2-TZVPD def2/J DEFGRID3
* xyz 0 3
O 0.8281 1.4858 -3.3581
H 1.0885 2.0635 -4.1039
Pd -0.2544 0.1644 -0.4680
N 0.5564 2.0138 -0.1071
N 1.8376 -0.1426 -0.0697
N -2.3181 -0.1878 -0.2613
N -0.4947 -1.8579 0.1822
O -0.1498 2.9729 0.2585
O -3.1644 0.7686 -0.2089
O 0.4504 -2.6003 0.7533
O 2.4375 -1.2479 0.2522
C 2.6215 0.9485 -0.2019
C 1.9027 2.1515 -0.3034
C -2.7538 -1.4545 -0.0852
C -1.7236 -2.3894 0.1963
C 2.4623 3.4958 -0.5535
H 2.3984 3.7476 -1.6238
H 3.5154 3.5415 -0.2612
H 1.8849 4.2394 0.0063
C 4.0868 0.7671 -0.1303
H 4.4531 0.1991 -0.9951
H 4.3785 0.2208 0.7765
H 4.5970 1.7319 -0.1248
C -4.2010 -1.7541 -0.0110
C -1.9414 -3.7684 0.7030
H -4.7733 -0.9396 -0.4628
H -4.5240 -1.8750 1.0325
H -4.4179 -2.6908 -0.5376
H -0.9754 -4.2034 0.9790
H -2.4197 -4.3987 -0.0571
H -2.5987 -3.7686 1.5833
H -1.9885 1.7675 -1.1500
H 1.3305 -2.1050 0.4788
C 0.6056 -0.5040 -2.8450
H 1.6664 -0.3443 -2.9506
H -0.1639 -0.2159 -3.5594
H 0.4457 -1.5371 -2.4816
O -1.2397 1.5088 -1.7509
H 0.0409 1.8471 -2.8731
H -1.6501 0.9437 -2.4404
N 0.6340 -0.4757 2.3694
C 0.3340 -0.3330 3.6666
C -0.7503 0.5340 3.7224
C -1.0580 0.8838 2.4028
N -0.1912 0.2554 1.6031
H 1.3903 -1.0234 1.9849
H 0.9088 -0.8483 4.4155
H -1.2663 0.8862 4.5893
H -1.8373 1.5270 2.0199
*
```

---

# 4
Here is a molecular structure, C12H24NO4P2Pm at a distorted geometry from the OMol25 dataset. Energies are from the ωB97M-V functional and the def2-TZVPD basis.

Values from the calculation:
- Strongest force on any atom: 2.8 eV/Å
- ΔE to the lowest compared entry with this formula, charge and spin: 0.000 eV
- Lowest unoccupied orbital energy (alpha / beta): -6.885 / -6.517 eV
- DFT total energy: -57631.7004 eV
- <S²>: 6.020

ORCA input file:
```
! RIJCOSX wB97M-V def2-TZVPD def2/J DEFGRID3
* xyz 2 5
Pm -1.2730 0.1810 0.9010
P 1.1583 0.0535 2.3795
C 0.4841 1.6716 2.6692
C 0.2671 2.6543 1.6435
N -0.0162 2.1759 0.3731
C 0.0255 2.9935 -0.7080
C 0.2655 4.3556 -0.5572
C 0.3326 4.8878 0.7351
C 0.2979 4.0525 1.8359
C -0.2378 2.3408 -2.0491
P -1.1984 0.7514 -1.9450
H 0.3229 4.4207 2.8605
H 0.3154 4.9839 -1.4474
H 0.4049 5.9651 0.8709
H -0.7864 3.0310 -2.7124
H 0.7245 2.0910 -2.5354
H -4.1130 -0.3189 2.6082
H 0.2943 1.9654 3.7053
H -4.7274 -1.8070 -2.8527
O -3.3495 -0.7182 2.1899
H -3.7084 -1.5607 1.8606
H 0.1403 -1.8902 0.7450
O -4.2215 -1.4187 -2.1448
H -3.4244 -1.9784 -2.0431
C -2.8221 1.3286 -2.5467
H -2.7052 1.5605 -3.6145
H -3.5559 0.5128 -2.4129
H -3.1069 2.2354 -1.9987
C -0.5982 0.0303 -3.5100
H -0.7709 -1.0516 -3.4982
H -1.1596 0.4785 -4.3413
H 0.4696 0.2505 -3.6317
C 2.9725 0.3414 2.5027
H 3.2683 0.4891 3.5545
H 3.5033 -0.5291 2.0982
H 3.2451 1.2332 1.9202
C 0.8311 -0.8778 3.9425
H 1.3140 -1.8658 3.8837
H 1.2493 -0.3139 4.7870
H -0.2484 -1.0283 4.0949
O -1.7010 -2.8280 -1.5263
C -0.7947 -2.8957 -0.7391
O -0.6752 -1.8723 0.2041
H -0.0077 -3.6392 -0.5629
*
```

---

# 5
Here is 3 unconnected molecules or ions with the total composition C12H24O6S3 at a distorted geometry from the OMol25 dataset. Energies are from the ωB97M-V functional and the def2-TZVPD basis.

Values from the calculation:
- Strongest force on any atom: 4.2 eV/Å
- ΔE to the lowest compared entry with this formula, charge and spin: 1.520 eV
- Lowest unoccupied orbital energy: 0.622 eV
- DFT total energy: -57620.4574 eV
- SMILES string: O=S1(=O)CCCC1.O=S1(=O)CCCC1.O=S1(=O)CCCC1

ORCA input file:
```
! RIJCOSX wB97M-V def2-TZVPD def2/J DEFGRID3
* xyz 0 1
O 2.1089 -3.9472 1.3153
S 2.3690 -4.5325 0.0283
O 3.7069 -4.8747 -0.3481
C 1.2735 -5.9912 -0.0623
C 0.7815 -6.0479 -1.4581
C 0.4404 -4.6034 -1.9308
C 1.4840 -3.6240 -1.5070
H 0.5388 -5.7155 0.6942
H 2.0454 -6.7059 0.2231
H 1.4485 -6.5707 -2.1436
H -0.0964 -6.6909 -1.3942
H -0.5228 -4.4750 -1.4371
H 0.3779 -4.5426 -3.0173
H 0.9419 -2.7579 -1.1276
H 2.1379 -3.2814 -2.3089
O -3.3187 4.3904 -10.2531
S -3.0478 3.3318 -9.2856
O -3.6281 1.9492 -9.5315
C -1.2684 3.0535 -8.7825
C -1.3219 2.9524 -7.2872
C -2.2696 4.0474 -6.7420
C -3.5554 4.0407 -7.6129
H -0.5371 3.8353 -8.9879
H -0.8835 2.2242 -9.3759
H -1.4681 1.9258 -6.9515
H -0.3547 3.1676 -6.8331
H -1.7368 4.9694 -6.9744
H -2.3858 3.9694 -5.6610
H -4.0648 4.9855 -7.8023
H -4.3361 3.3431 -7.3098
O 2.5936 0.5230 10.7036
S 2.0277 1.6833 9.9908
O 2.5751 2.9766 10.3113
C 2.1871 1.3036 8.1760
C 0.7141 0.9951 7.7788
C -0.2022 1.7288 8.5839
C 0.2923 1.6282 10.0570
H 2.9006 0.5340 7.8813
H 2.3204 2.3066 7.7706
H 0.5702 1.0843 6.7021
H 0.5155 -0.0518 8.0085
H -1.2663 1.5613 8.4172
H -0.1916 2.7630 8.2399
H 0.1256 0.6758 10.5602
H -0.0208 2.4633 10.6836
*
```